A cluster of 2 separate species, C3H5BrOS in total in a non-equilibrium geometry, computed with the ωB97M-V functional and the def2-TZVPD basis.

The geometry in XYZ format:
```
11
Properties=species:S:1:pos:R:3:mulliken_charge:R:1
C 0.845 0.781 -0.494 0.7118
C 1.352 -0.644 -0.346 -1.1635
C -2.132 -0.166 0.675 -0.6025
O -0.324 1.141 -0.414 -0.4878
S 2.100 1.753 -1.189 -0.0685
Br -2.361 0.849 2.171 -0.0697
H 2.124 -0.917 -0.998 0.4376
H 0.507 -1.172 -0.437 0.2627
H 1.644 -0.897 0.679 0.3148
H -2.275 0.318 -0.230 0.3425
H -1.481 -1.048 0.582 0.3226
```

Results
Relative energy (zero: lowest compared OMol25 entry of this formula, charge and spin) (kJ/mol): 342.4
Highest occupied orbital energy (alpha / beta) (eV): -10.1 / -7.7
Charge: 0
Calculated total energy (eV): -86113.183